No. 1
{"formula": "C3H9NO3", "method": "ωB97M-V/def2-TZVPD", "elements": ["N", "C", "C", "H", "C", "O", "O", "H", "H", "O", "H", "H", "H", "H", "H", "H"], "positions_angstrom": [[-1.83580, 0.63584, 0.87363], [-0.05335, 1.95232, -0.11418], [-0.02069, -0.57783, -0.26726], [0.78065, -1.15727, 0.24228], [-0.39392, 0.64453, 0.59066], [-0.66676, -1.07576, -1.13813], [2.49128, -3.91184, -0.62087], [0.90688, 1.92833, -0.63892], [2.65170, -4.01237, -1.58089], [-0.01905, 2.97673, 0.84923], [-2.32805, 0.06729, 0.18404], [0.00075, 3.84447, 0.46936], [0.15286, 0.51854, 1.52163], [-2.04154, 0.29908, 1.79613], [-0.83997, 2.11092, -0.85846], [1.67705, -3.38781, -0.65908]], "atomic_forces_ev_per_a": [[0.079, -0.060, -0.435], [0.254, 0.212, -0.235], [0.043, -0.454, 2.167], [0.505, 0.038, -0.641], [-0.804, -0.005, -0.828], [-0.244, 0.279, -0.824], [-0.381, 0.296, -1.144], [0.105, -0.304, -0.043], [0.235, -0.162, 0.729], [-0.119, -0.562, 0.930], [0.107, 0.196, 0.268], [-0.022, 0.476, -0.547], [0.205, 0.322, 0.024], [-0.062, -0.187, 0.201], [-0.003, 0.036, -0.012], [0.101, -0.122, 0.389]], "smiles": "N[C@@H](C=O)CO.O", "lumo_energy_ha": 0.0251}



No. 2
{"formula": "C47H128MnN11O12", "method": "ωB97M-V/def2-TZVPD", "elements": ["N", "C", "H", "C", "O", "O", "H", "H", "H", "C", "H", "C", "H", "H", "H", "H", "C", "C", "H", "H", "C", "C", "C", "H", "C", "H", "O", "H", "O", "H", "N", "O", "C", "C", "H", "C", "N", "H", "H", "H", "H", "C", "H", "H", "H", "H", "H", "C", "H", "N", "H", "H", "H", "H", "H", "C", "H", "H", "H", "O", "H", "H", "H", "H", "H", "H", "H", "H", "H", "H", "H", "N", "O", "H", "H", "H", "H", "H", "C", "H", "H", "H", "H", "O", "C", "H", "N", "H", "H", "H", "N", "C", "H", "H", "H", "H", "H", "H", "H", "H", "C", "H", "H", "C", "H", "C", "H", "H", "H", "H", "H", "C", "H", "C", "H", "O", "N", "H", "H", "H", "H", "H", "O", "C", "C", "H", "H", "H", "C", "C", "H", "H", "H", "O", "H", "H", "H", "C", "H", "C", "H", "C", "H", "H", "H", "H", "H", "H", "H", "C", "C", "Mn", "H", "N", "C", "C", "H", "H", "C", "H", "N", "H", "C", "C", "C", "H", "O", "C", "H", "C", "C", "C", "H", "C", "H", "H", "H", "H", "H", "H", "H", "H", "H", "H", "H", "H", "H", "H", "N", "H", "H", "H", "H", "C", "C", "H", "H", "H", "C"], "positions_angstrom": [[-3.87554, 4.55195, -0.76798], [-0.14462, 0.57102, -0.09445], [-3.77905, -0.80783, 2.65678], [-0.35554, -6.73973, -2.05585], [-2.21436, 3.93470, 1.37366], [1.18397, -3.77701, -4.64026], [0.83341, 5.71914, 2.87633], [1.80805, 0.89010, -0.55940], [-4.28661, -2.50882, -3.61328], [0.39564, 0.60698, 5.19324], [3.41863, -0.97063, 6.60955], [-4.16100, 6.84999, -0.00186], [-2.82122, 0.17108, 5.56234], [1.26132, 1.53827, -8.63976], [3.66886, -5.66753, -0.59265], [-0.30456, -7.26612, -3.01316], [3.82778, 0.84501, -0.69703], [-6.22525, -4.64247, 1.09477], [-3.69255, 4.85976, -1.71637], [-0.12279, -4.85149, -0.45315], [1.74082, 5.60259, 3.48041], [-2.56160, -3.47170, -2.82440], [0.83266, -5.33742, -0.68787], [0.79332, 4.20490, -2.10330], [-3.60224, -2.07039, 0.83985], [3.57401, 1.67835, 6.35475], [2.05939, 4.23660, 3.62914], [0.15139, -4.65751, -3.12672], [-0.89584, 0.66388, 5.76741], [4.03508, 2.59082, -2.04636], [1.19613, 7.64826, 4.71327], [-1.15414, 3.60338, -1.68589], [0.13781, 5.61901, 5.42448], [-3.03429, 5.09787, 1.51047], [-4.61600, -5.95524, -3.44690], [-3.28364, 5.63156, 0.09243], [2.49393, 0.43599, -1.15862], [-3.09929, 1.01480, -4.87778], [-2.21313, -0.60193, -2.78175], [-1.58107, -1.50942, -4.78392], [2.16238, 5.99259, 5.62180], [1.40729, 1.33683, 6.10633], [1.59784, -2.49079, 6.63322], [-1.48320, -3.43303, -3.00174], [-4.98096, -4.36320, -2.78793], [-3.58415, 2.71983, -4.98203], [-1.27058, -6.14335, -2.13052], [1.95127, 3.46752, 2.46729], [1.10945, -3.50416, 0.98830], [3.76434, -2.18362, 8.29934], [-4.88804, 4.47476, -0.70257], [5.78252, -1.71990, 6.87778], [-3.66719, 7.69764, 0.48500], [-2.92720, 3.12444, 3.15091], [-4.16942, 2.54770, -2.66756], [-2.25993, 2.32856, -3.35638], [5.18454, 2.52581, -0.71166], [-0.17949, -0.43672, 1.84864], [-1.76125, -1.06840, 4.90448], [2.52678, -2.51911, 4.79090], [-0.64274, -1.46208, -0.56292], [2.85451, -2.40308, 8.69648], [0.12510, -0.28614, -3.13405], [3.02636, 2.12949, 4.87882], [2.09743, 1.51204, -2.94154], [-2.80889, -2.71691, 0.45823], [2.48540, -3.90955, 6.41223], [0.82649, 1.02205, 1.79589], [2.18369, -2.01008, -4.45893], [4.89377, 0.92735, 1.22526], [3.30760, -0.92240, -6.61458], [-3.55282, -0.85796, 0.03042], [-4.91832, -4.10550, 1.16896], [1.93038, -0.86140, -7.33358], [0.23944, 4.54554, 5.58722], [-3.17700, -1.29060, -5.47765], [-4.39380, 7.07070, -1.04013], [-2.42964, 5.88698, 1.96292], [0.36285, 1.06405, -8.23467], [4.09719, -3.78868, -7.18095], [4.38720, -3.09256, -5.57760], [-0.40259, -7.50522, -1.27728], [-0.13809, 2.29564, -5.81675], [3.80651, -0.81722, 1.04019], [3.87787, -1.10988, 2.42926], [0.47367, -2.53611, 4.78532], [2.00513, -3.99148, 0.90489], [2.08968, 2.40946, 2.69108], [-6.68405, -4.44164, 0.11672], [1.35407, -0.50996, 1.09939], [2.71102, -1.51176, -7.19506], [1.55957, -2.53549, -5.19640], [-2.34799, 5.83333, -0.43327], [1.02445, -6.09045, 0.08231], [4.62543, 0.25006, -1.14902], [-4.14051, -0.15439, 0.48118], [1.29210, -2.32320, 3.17776], [0.87738, -0.98968, -1.32384], [3.24089, 0.43383, 5.13529], [1.85272, -0.10801, 7.61376], [5.04517, -2.26988, 6.29211], [5.13490, -1.83417, 5.29590], [4.36825, -2.94797, 8.57344], [-3.30155, -1.73065, 2.30639], [1.85848, 0.28189, -4.88676], [-4.95367, -2.76531, 0.66818], [4.01617, -3.95511, -0.81120], [0.36458, 1.12246, 4.22148], [2.54137, 2.43717, -4.05642], [3.39168, -4.49858, -5.76608], [-3.37051, -1.07170, -1.75370], [3.94852, 0.57208, 0.79361], [2.08232, 8.14607, 4.72009], [0.49493, 0.15740, 1.22126], [0.99575, 3.41695, 1.92212], [-2.92977, -4.75660, -3.29843], [1.33127, 0.73723, 7.43711], [1.75133, -3.34722, -7.13809], [-2.35920, 4.47784, -3.09587], [-5.81796, -2.17227, 0.97851], [-0.33984, 5.50205, -1.67190], [1.53759, -3.39542, -1.06161], [-1.36909, 1.22484, 0.02853], [1.42077, 6.21148, 4.84452], [-0.04466, 4.47190, -1.45425], [-4.13010, -5.48007, -1.80278], [-0.63269, -0.17258, -4.73918], [3.21564, 1.13184, 1.39253], [3.63040, -3.53753, -6.22794], [-4.21631, -5.14450, -2.84362], [-0.51597, 1.70103, -8.34136], [2.39502, -0.55280, -0.94551], [-1.37428, 2.42875, 2.64419], [0.59210, 0.61296, -6.90793], [-0.79309, 1.11103, -3.59497], [0.72426, -1.88083, -5.46710], [-3.67532, -2.46576, 3.02126], [1.30716, -2.83022, 4.14051], [-0.67505, 5.76810, 4.70757], [0.26693, -3.67625, -3.58723], [-5.05948, 6.78983, 0.61936], [1.93446, -4.29303, -0.57760], [2.68783, 3.77699, 1.71724], [-6.89767, -4.15058, 1.80407], [-3.72499, 1.13143, -2.45455], [1.20204, -3.90555, 3.97117], [-1.96714, 0.49439, 4.03167], [-0.77764, 3.87118, -3.71783], [0.21653, 0.17178, -8.84387], [1.10169, 1.04165, -4.65652], [2.85109, 1.33288, 5.61288], [-2.76595, 2.68621, -0.34194], [-6.21699, -5.72321, 1.20600], [-3.12749, -1.02866, -2.76460], [0.75520, 1.68007, -5.98028], [3.30981, -4.74982, -1.06036], [-0.06764, 6.11436, 6.37219], [-2.56185, -2.90049, -5.46348], [3.64639, -2.00378, 6.85816], [0.66430, -3.04062, -2.78052], [-3.31743, 2.07333, -2.34651], [0.52545, 1.32604, -0.54526], [2.54389, -2.83940, 6.18828], [4.16208, 2.29454, -1.00538], [-2.75758, 2.03784, -4.74903], [-2.63411, -0.45300, 0.24385], [0.77576, -5.90116, -1.99771], [-0.07215, 0.37673, -3.97623], [0.72746, 8.02321, 5.52965], [-1.89396, 0.01141, 5.01243], [-0.11038, -0.62626, -1.03459], [-1.61082, 3.67797, -3.04291], [3.70783, -2.17594, 2.55389], [-2.56158, -1.97315, -4.88735], [-0.70042, -3.26534, -3.89451], [5.25813, -3.33811, 6.27052], [2.66591, -3.21240, 0.93240], [0.30386, 4.36394, -0.42941], [0.69971, -0.43091, 5.02642], [-3.97808, 4.84802, 1.99795], [0.34637, 0.51397, 7.54654], [1.58072, 2.30090, -6.34233], [3.34995, -4.96573, -2.12816], [-1.99859, 2.26003, -5.50214], [-1.43058, 4.00912, 3.31049], [-0.60895, -0.43603, -1.98329], [4.78616, -0.79345, 2.94447], [-5.04029, -2.94251, -0.41292], [1.67103, 2.01383, -3.72898], [2.59191, 6.12443, 3.03089], [3.03999, -0.62605, 2.94310], [-2.23027, -1.53986, 2.39665], [3.45874, 2.93855, -0.46486], [-3.22622, -2.25974, -3.53367], [2.35921, -2.73847, -6.46336], [1.04095, 2.36336, 6.01395], [-2.78310, -3.44601, -1.75047], [-1.45347, 1.61722, -3.14667], [-1.97948, 3.33311, 2.64652]], "atomic_forces_ev_per_a": [[0.096, -0.010, 0.305], [0.446, 1.050, -0.438], [-0.188, 0.138, -0.492], [-0.261, -0.467, -1.425], [-0.208, -0.386, 0.246], [0.021, -0.042, -0.546], [0.107, 0.115, -0.260], [0.855, -0.149, -0.350], [-0.029, 0.154, -0.436], [0.659, 0.151, -0.675], [-0.141, 0.081, 0.310], [0.205, 0.856, 1.402], [-0.074, -0.005, -0.119], [-0.079, 0.363, 0.109], [-0.333, 0.052, 0.397], [0.107, -0.045, 0.072], [0.452, -0.197, 0.363], [-0.386, 0.228, -0.482], [-0.129, -0.299, -0.148], [-0.193, -0.036, 0.013], [0.142, 0.205, 0.481], [-0.164, 0.051, 0.468], [0.610, 0.141, -0.401], [-0.147, -0.128, -0.126], [-0.777, 0.039, 1.281], [-0.336, -0.495, 0.589], [-0.650, -0.469, 0.227], [-0.164, 0.428, -0.607], [0.199, -0.138, 0.336], [0.103, -0.419, -0.160], [0.533, 0.472, -0.269], [0.175, 0.165, -0.347], [0.193, -0.269, -0.505], [0.724, 0.698, -1.678], [0.238, -0.027, -0.143], [-0.897, -0.850, -0.686], [1.490, 0.106, -0.268], [0.062, -0.107, 0.239], [0.214, -0.374, -0.321], [-0.211, -0.658, 0.012], [0.540, -0.142, -0.515], [0.121, -1.385, -0.487], [-0.156, 0.236, -0.069], [-1.792, 0.081, 1.497], [0.248, 0.325, -0.478], [-0.117, -0.145, -0.040], [-0.112, -0.031, 0.464], [0.298, -0.442, -0.784], [0.032, -0.073, 0.847], [-1.129, 0.069, 0.285], [-0.011, 0.310, 0.292], [-0.012, -0.259, 0.270], [0.217, 0.139, -0.503], [-0.076, -0.116, -0.145], [0.289, 0.630, 0.063], [-0.401, -0.085, 1.024], [-0.051, 0.077, 0.102], [-0.325, 0.250, -0.081], [0.344, 0.007, -0.060], [0.084, -0.187, 0.458], [-0.002, -0.104, 0.005], [0.065, 0.167, 0.192], [0.965, 0.296, -1.362], [-0.491, -0.118, -0.298], [-0.888, -0.330, 0.221], [-0.182, -0.251, 0.034], [0.850, -0.209, -0.305], [-0.133, -0.010, 0.098], [0.004, 0.259, 0.089], [0.318, -0.131, -0.338], [0.374, -0.392, 0.010], [0.267, 0.602, 0.717], [-0.415, 0.698, 0.631], [-0.085, -0.822, 0.044], [0.034, 0.037, 0.107], [-0.051, 0.153, 0.122], [-0.079, 0.187, 0.077], [-0.386, -0.135, 0.789], [0.349, -0.663, -0.261], [0.064, 0.238, -0.022], [-0.184, 0.462, -0.054], [0.078, 0.285, 0.245], [0.000, 0.033, -0.589], [0.360, 0.220, 0.111], [-1.006, -0.100, -0.003], [-0.193, 0.214, -0.225], [-0.353, 0.722, -1.444], [0.525, 0.176, 0.466], [0.219, -0.028, -0.173], [0.074, 0.236, -0.237], [-0.226, 0.836, 0.438], [0.337, 0.218, 0.202], [0.272, 0.041, 0.525], [-0.080, -0.261, -0.142], [-0.371, -0.340, -0.330], [-0.372, -0.232, -0.091], [-0.070, 0.126, 0.069], [-0.471, 0.098, 0.330], [-0.346, -0.302, 0.255], [0.371, 0.073, -0.523], [-0.317, 0.578, -0.461], [-0.087, -0.402, -0.202], [0.129, -0.038, -0.339], [-0.031, 0.087, 0.220], [-0.145, -0.163, -0.094], [1.135, -1.126, -1.664], [0.171, -0.054, -0.193], [0.049, -0.086, -0.196], [-0.420, 0.146, -0.840], [-0.153, 0.067, 0.057], [-0.037, -0.357, -0.815], [0.436, 0.169, 0.764], [0.010, -0.072, -0.323], [-0.157, -0.376, 0.766], [-0.451, 0.827, 0.448], [-0.857, 0.444, -0.634], [-1.184, 1.086, 0.297], [-0.142, 0.061, -0.008], [0.155, 0.268, -0.376], [0.056, -0.023, 0.496], [0.086, 0.107, 0.177], [0.679, -0.009, -0.441], [-1.302, -0.068, 0.416], [-0.745, -0.238, 0.967], [0.263, 0.033, -0.171], [0.034, -0.251, 0.032], [0.274, 0.105, 0.169], [-0.400, -0.053, -0.306], [0.092, -0.935, -0.002], [0.008, -0.252, 0.815], [0.018, 0.155, 0.179], [0.420, 0.219, -0.074], [-0.168, -0.077, -0.942], [-0.898, 0.772, 0.068], [3.229, -2.115, -1.701], [-0.367, -0.184, 0.283], [0.488, -0.399, -0.173], [0.199, -0.521, 0.592], [-0.175, 0.184, 0.208], [0.615, 0.373, -0.419], [-0.266, -0.489, -0.421], [-0.010, -0.785, 0.883], [0.182, -0.063, 0.022], [0.094, -0.244, 0.326], [1.125, -0.523, 0.044], [0.129, -0.063, -0.100], [-0.090, -0.241, -0.186], [0.033, 0.030, -0.011], [-0.157, -0.019, 0.072], [1.233, -0.422, 0.609], [0.556, 1.108, -1.018], [2.280, -1.380, -0.202], [0.231, 0.055, 0.361], [-0.564, 0.695, 0.826], [0.332, -0.501, 0.032], [-0.187, 0.266, -0.212], [-0.272, -0.115, 0.007], [0.546, 0.017, -0.071], [1.264, -0.984, -0.345], [-0.094, 0.298, -0.091], [-1.862, -0.102, -0.495], [-0.729, 0.115, 0.067], [-0.808, 0.897, -0.045], [-0.697, 0.366, 0.213], [-0.089, 1.264, -0.508], [0.065, 0.175, -0.570], [0.231, -0.703, 1.808], [-0.226, -0.459, -1.222], [-0.230, -0.256, 0.002], [-0.077, 0.591, 0.319], [-1.318, -0.839, 0.124], [-0.665, -0.558, 0.045], [0.336, -0.061, 0.001], [-1.324, -0.598, -0.273], [1.681, 0.031, -1.256], [0.175, 0.020, -0.030], [0.105, -0.120, 0.363], [-0.348, -0.005, 0.123], [0.033, -0.049, 0.024], [0.095, 0.207, 0.329], [0.118, -0.071, 0.579], [-0.021, 0.264, 0.187], [-0.181, 0.332, -0.078], [-0.036, -0.191, 0.100], [-0.064, 0.290, -0.236], [-0.342, -0.037, 1.263], [0.302, -0.005, -0.378], [-0.357, 0.614, -0.204], [0.912, 0.779, 0.748], [-0.122, 0.116, -0.246], [-0.033, 0.160, 0.089], [0.022, -0.280, 0.334], [0.196, 0.145, 0.192], [0.667, -0.011, 0.233], [0.628, -0.268, -0.546], [0.153, 0.209, 1.089], [-0.002, 0.273, 0.138], [-2.683, 1.961, 1.676], [0.220, 0.156, 1.447]], "multiplicity": 6, "s2": 8.754, "total_charge": 1, "lumo_energy_ha": [-0.1014, -0.1174]}



In order of appearance, energy relative to the best compared isomer or geometry (same formula, charge and spin) = 50.88 106.85 kcal per mole.
In order of appearance, DFT total energy = -400.14041 -4523.19960 hartree.